<a>
{"formula": "C7H13N3O4S", "method": "the ωB97M-V functional and the def2-TZVPD basis", "symbols": ["C", "C", "C", "C", "C", "C", "C", "N", "N", "N", "O", "O", "O", "O", "S", "H", "H", "H", "H", "H", "H", "H", "H", "H", "H", "H", "H", "H"], "positions_angstrom": [[1.31454, -0.38304, -1.35990], [-0.25534, 1.19970, -0.06308], [1.27323, -0.79078, 1.10678], [1.06044, 0.56846, -0.25917], [-3.33018, 1.22537, -0.55947], [2.49059, -2.93151, 0.67286], [-2.41183, 0.69013, 0.64154], [1.65696, -1.57111, -1.07214], [1.61572, -1.87947, 0.19951], [2.34344, 2.95579, -1.08848], [-0.59661, 2.38710, -0.11838], [2.05480, 2.23296, 1.40523], [3.67187, 1.20396, -0.23816], [-1.10334, 0.21310, 0.13321], [2.38220, 1.69779, 0.09958], [1.42466, -0.04762, -2.38865], [2.09153, -0.37505, 1.78850], [0.41194, -1.12365, 1.67279], [-4.13180, 0.52490, -0.84703], [-3.89344, 2.09745, -0.21316], [-2.81255, 1.44107, -1.49978], [2.53471, -3.85987, 0.07083], [3.49308, -2.59986, 0.95941], [1.92036, -3.23557, 1.62233], [-2.92919, -0.09733, 1.30462], [-2.24666, 1.55067, 1.25549], [3.16898, 3.31142, -1.42890], [1.72921, 3.69241, -0.71973]], "lowdin_charge": [-0.14, -0.50, 0.05, -0.25, -0.06, -0.05, -0.13, 0.08, -0.26, -0.04, 0.10, -0.29, -0.30, -0.01, 0.64, 0.13, 0.12, 0.11, 0.06, 0.07, 0.07, 0.09, 0.08, 0.10, 0.15, 0.09, 0.02, 0.07], "lumo_ev": 0.50, "orbital_gap_ev": 9.136}


<b>
{"formula": "C7H13N3O4S", "method": "the ωB97M-V functional and the def2-TZVPD basis", "symbols": ["C", "C", "C", "C", "C", "C", "C", "N", "N", "N", "O", "O", "O", "O", "S", "H", "H", "H", "H", "H", "H", "H", "H", "H", "H", "H", "H", "H"], "positions_angstrom": [[0.62657, 0.02378, -0.33909], [2.37338, -1.40585, -0.91864], [2.10424, 0.08679, -0.78419], [-3.02294, 0.26792, 0.00600], [-2.21744, 2.47192, 1.03802], [0.69737, -3.40651, 0.02384], [-1.84003, 1.03062, 0.67133], [0.21688, -1.12552, -0.16041], [1.05894, -2.08427, -0.47250], [2.87481, 0.71931, 0.33429], [3.66588, 1.54554, -0.05682], [2.44496, 0.57955, 1.47477], [0.48891, 2.44870, 0.14702], [-0.89053, 1.70550, -1.72346], [-0.39910, 1.47802, -0.38609], [2.65733, -1.63645, -2.08078], [3.23413, -1.69282, -0.37094], [2.41511, 0.60568, -1.64488], [-3.25123, 0.77437, -0.86188], [-2.71548, -0.71816, -0.04624], [-3.94616, 0.26932, 0.72868], [-3.05559, 2.78539, 0.33134], [-1.38579, 3.20515, 0.94679], [-2.53286, 2.57471, 2.10764], [1.51137, -3.99146, -0.21900], [0.60586, -3.45050, 1.10147], [-0.28870, -3.62711, -0.39195], [-1.42988, 0.56635, 1.54571]], "lowdin_charge": [-0.31, -0.02, -0.15, -0.06, -0.12, -0.03, -0.42, 0.09, -0.16, -0.36, 0.10, 0.09, -0.29, -0.29, 0.69, 0.17, 0.10, 0.14, 0.04, 0.04, 0.13, 0.11, 0.07, 0.10, 0.06, 0.08, 0.09, 0.11], "smiles": "CC(C)S(=O)(=O)C1=NN(C)C[C@@H]1[N+](=O)[O-]", "lumo_ev": 0.11, "orbital_gap_ev": 9.118}


Preferred: <a>; penalty for the next structure: 56.0 kcal/mol.


<a>
{"formula": "C4H6FN", "method": "the ωB97M-V functional and the def2-TZVPD basis", "symbols": ["C", "C", "C", "C", "N", "F", "H", "H", "H", "H", "H", "H"], "positions_angstrom": [[-1.24183, 1.54638, 0.01503], [-1.67426, 0.27310, 0.05667], [-0.68463, -0.91887, 0.01197], [0.73544, -0.42683, -0.02200], [-1.16841, -2.07819, 0.03390], [-2.95914, -0.04757, -0.04672], [-1.91860, 2.28399, 0.01662], [-0.26271, 1.90245, 0.04016], [0.71501, 0.35086, 0.71032], [0.76411, -0.24184, -1.09177], [1.50952, -1.25440, 0.18317], [-0.53447, -2.84339, -0.06657]], "lowdin_charge": [0.10, -0.29, -0.38, -0.05, 0.16, 0.08, 0.03, 0.05, 0.06, 0.09, 0.11, 0.05], "smiles": "[H]/N=C(\\C)C(=C)F", "lumo_ev": 0.82, "orbital_gap_ev": 10.610}


<b>
{"formula": "C4H6FN", "method": "the ωB97M-V functional and the def2-TZVPD basis", "symbols": ["C", "C", "C", "C", "N", "F", "H", "H", "H", "H", "H", "H"], "positions_angstrom": [[3.32898, 1.06065, -0.27337], [-1.05117, -0.29428, 0.02513], [2.14981, 0.42546, -0.27062], [-2.17853, -1.84296, 1.52803], [-1.68017, -1.13988, 0.62716], [1.66305, 0.11340, -1.44375], [3.59798, 1.62117, -1.12248], [3.85643, 1.44513, 0.53727], [-0.61991, -0.54413, -0.93902], [-3.19896, -1.93995, 1.70432], [1.52479, 0.15015, 0.59843], [-1.67351, -2.58839, 2.11686]], "lowdin_charge": [0.03, 0.05, -0.25, -0.04, -0.13, 0.01, 0.04, 0.03, 0.04, 0.05, 0.10, 0.07], "lumo_ev": 0.98, "orbital_gap_ev": 9.265}


Preferred: <a>; penalty for the next structure: 60.9 kcal/mol.


<a>
{"formula": "C9H11N3O2", "method": "the ωB97M-V functional and the def2-TZVPD basis", "symbols": ["C", "C", "C", "C", "C", "C", "C", "C", "C", "N", "N", "N", "O", "O", "H", "H", "H", "H", "H", "H", "H", "H", "H", "H", "H"], "positions_angstrom": [[-3.20584, 1.58492, -1.27762], [-2.15386, 2.31704, -0.76067], [-3.15029, 0.19417, -1.41194], [-0.95933, 1.56049, -0.53397], [-1.94978, -0.49320, -1.23739], [-0.83303, 0.25116, -0.77004], [1.83404, -0.26981, 1.31049], [2.93128, 0.20840, 2.23665], [1.30571, -1.68097, 1.50914], [1.52395, 0.37160, 0.23794], [0.48016, -0.35865, -0.57660], [0.95203, -1.16130, -1.54516], [0.24151, -1.60384, -2.37849], [2.08554, -1.44664, -1.38174], [-4.13062, 2.02293, -1.39001], [-2.20847, 3.31404, -0.60788], [-3.96292, -0.35055, -1.73587], [-0.07365, 2.13692, -0.28018], [-1.90106, -1.49981, -1.47290], [3.77804, -0.52061, 2.20027], [2.56732, 0.37931, 3.28675], [3.31492, 1.24969, 2.02767], [1.83584, -2.34152, 0.77159], [0.29871, -1.80091, 1.26621], [1.37980, -2.06283, 2.51373]], "lowdin_charge": [-0.08, -0.03, -0.05, -0.03, 0.00, -0.18, -0.34, -0.04, -0.03, 0.17, -0.02, -0.46, 0.10, 0.07, 0.08, 0.07, 0.08, 0.11, 0.08, 0.10, 0.09, 0.09, 0.10, 0.05, 0.08], "smiles": "CC(C)=NN(c1ccccc1)[N+](=O)[O-]", "lumo_ev": 0.75, "orbital_gap_ev": 9.724}


<b>
{"formula": "C9H11N3O2", "method": "the ωB97M-V functional and the def2-TZVPD basis", "symbols": ["C", "C", "C", "C", "C", "C", "C", "C", "C", "N", "N", "N", "O", "O", "H", "H", "H", "H", "H", "H", "H", "H", "H", "H", "H"], "positions_angstrom": [[2.99568, -0.93216, -0.28860], [2.60721, -1.98434, 0.63203], [2.10947, -0.14163, -0.81606], [1.24888, -2.28738, 0.69755], [0.59789, -0.30102, -0.78371], [0.25320, -1.59012, 0.04949], [-1.46693, 0.95262, -0.41830], [-2.07956, 0.75659, -1.76010], [-1.46033, 1.58719, 1.87192], [-2.01193, -2.56300, 0.18331], [-1.01537, -1.90967, 0.17051], [-2.11564, 1.30654, 0.59626], [-0.05150, 0.83655, -0.41686], [-2.98340, -2.63952, 0.93133], [4.09654, -0.79970, -0.45145], [3.37146, -2.69995, 1.03313], [2.42294, 0.66024, -1.53456], [0.98674, -3.22343, 1.30052], [0.48588, -0.66410, -1.89768], [-2.07909, 1.69885, -2.30474], [-1.48699, -0.02168, -2.31173], [-3.02578, 0.18294, -1.62555], [-0.39331, 1.38612, 1.69376], [-1.67287, 2.61880, 1.93681], [-1.89576, 1.01630, 2.60058]], "lowdin_charge": [-0.12, -0.05, -0.05, -0.05, -0.29, -0.16, -0.42, -0.01, -0.07, -0.11, 0.14, 0.07, -0.02, -0.03, 0.12, 0.12, 0.13, 0.14, 0.18, 0.09, 0.08, 0.10, 0.08, 0.07, 0.05], "smiles": "C/N=C(/C)O[C@H]1C=CC=C/C1=N\\N=O", "lumo_ev": [-0.93, -0.93], "orbital_gap_ev": [7.007, 7.000]}


Preferred: <a>; penalty for the next structure: 25.3 kcal/mol.


<a>
{"formula": "C14H20N2O3S", "method": "the ωB97M-V functional and the def2-TZVPD basis", "symbols": ["C", "C", "C", "C", "C", "C", "C", "N", "C", "O", "C", "H", "C", "H", "H", "C", "H", "H", "C", "H", "H", "H", "H", "S", "O", "O", "N", "C", "H", "H", "H", "C", "H", "H", "H", "H", "H", "H", "H", "H"], "positions_angstrom": [[-1.66084, -3.92599, 0.34104], [-0.39455, -3.01899, 0.03130], [0.89465, -3.28952, 0.38409], [1.87064, -2.56150, 0.20427], [1.62720, -1.48454, -0.52523], [0.29046, -1.00777, -0.73604], [-0.83569, -1.87682, -0.38795], [-2.05381, -1.32335, -1.03867], [-2.69121, -0.10001, -0.85127], [-3.70159, 0.00926, -1.23575], [-1.97030, 1.10600, 0.08909], [-1.31507, 0.52236, 0.65113], [-1.24699, 1.89874, -0.82047], [-0.16076, 2.20164, -0.65151], [-1.63023, 2.11387, -1.86446], [-2.06084, 3.04399, 0.33762], [-2.50317, 3.70943, -0.23351], [-1.36805, 3.46075, 1.03972], [-2.73354, 2.03109, 0.70136], [-2.92991, 1.88954, 1.96572], [-3.88549, 1.88816, 0.24917], [-2.74802, -1.94967, -1.18333], [0.22498, 0.13362, -1.24151], [2.87351, -0.10309, -0.48909], [3.04040, 0.26663, -2.31110], [4.19402, -0.56685, 0.03096], [2.28774, 1.05579, 0.04540], [2.28518, 1.27811, 1.45447], [1.66903, 0.14592, 1.84876], [3.29103, 1.06245, 1.98513], [1.69799, 2.06143, 1.85620], [2.87799, 2.42899, -0.55295], [3.93937, 2.63204, 0.02231], [2.26232, 3.18182, -0.18921], [2.96007, 2.30789, -1.50378], [2.85341, -2.59342, 0.58015], [0.91705, -4.33985, 0.69603], [-1.41669, -4.76466, 1.11827], [-2.53743, -3.36095, 0.78495], [-2.21285, -4.16254, -0.60130]], "lowdin_charge": [-0.02, -0.22, -0.09, -0.14, -0.22, 0.05, -0.17, 0.17, -0.46, 0.20, -0.37, 0.12, -0.04, 0.11, 0.14, -0.13, 0.07, 0.12, -0.33, 0.20, 0.20, 0.08, 0.17, 0.78, -0.46, -0.33, -0.45, -0.11, 0.18, 0.12, 0.06, 0.04, 0.17, 0.05, -0.02, 0.12, 0.14, 0.11, 0.08, 0.08], "lumo_ev": 0.18, "orbital_gap_ev": 9.016}


<b>
{"formula": "C14H20N2O3S", "method": "the ωB97M-V functional and the def2-TZVPD basis", "symbols": ["C", "C", "C", "H", "H", "S", "C", "N", "C", "C", "C", "O", "N", "H", "C", "C", "O", "O", "C", "C", "C", "C", "H", "H", "H", "H", "H", "H", "H", "H", "H", "H", "H", "C", "H", "H", "H", "H", "H", "H"], "positions_angstrom": [[-4.27954, -2.53727, 0.67988], [-5.17042, -1.67093, 1.12586], [-5.68342, -0.53484, 0.31583], [-6.76638, -0.43751, 0.38716], [-5.35846, -0.58986, -0.72082], [-5.03232, 1.05402, 0.96639], [-3.46321, 1.09349, 0.19735], [-3.15085, 0.21695, -0.69471], [-1.91963, 0.28413, -1.27030], [-1.01582, 1.25720, -0.94467], [-1.35267, 2.25838, 0.04476], [-0.66075, 3.18092, 0.42068], [-2.63842, 2.09210, 0.58135], [-2.93085, 2.76244, 1.28349], [0.36040, 1.35043, -1.54327], [1.28963, 0.40427, -0.80037], [1.22293, -0.79856, -0.84673], [2.16563, 1.08101, -0.06982], [3.09627, 0.33574, 0.71637], [4.32599, -0.04229, -0.10624], [5.34209, -0.85587, 0.69367], [6.00961, -0.05664, 1.80706], [5.29189, 0.22723, 2.57194], [6.78856, -0.65066, 2.27922], [6.46406, 0.84700, 1.40722], [6.11118, -1.21151, 0.00487], [4.84737, -1.73209, 1.11765], [3.99066, -0.63101, -0.96313], [4.79352, 0.87003, -0.48279], [2.60409, -0.56718, 1.09356], [3.35575, 0.99624, 1.54457], [0.34301, 1.06910, -2.59653], [0.73031, 2.36800, -1.41691], [-1.64392, -0.77682, -2.28389], [-2.49878, -1.44211, -2.35531], [-1.45954, -0.32942, -3.25975], [-0.76045, -1.34153, -1.99548], [-5.55144, -1.73032, 2.13671], [-3.91479, -3.34305, 1.29299], [-3.88127, -2.46920, -0.31784]], "lowdin_charge": [0.01, -0.26, -0.46, 0.07, 0.07, 0.98, -0.63, 0.10, -0.24, -0.09, -0.41, 0.07, 0.14, 0.15, -0.02, -0.48, 0.11, 0.02, -0.16, -0.18, -0.26, -0.11, 0.06, 0.07, 0.07, 0.11, 0.11, 0.11, 0.12, 0.13, 0.13, 0.13, 0.13, -0.01, 0.07, 0.09, 0.08, 0.09, 0.06, 0.05], "smiles": "C=CCSc1nc(C)c(CC(=O)OCCCC)c(=O)[nH]1", "lumo_ev": 0.63, "orbital_gap_ev": 9.175}


Preferred: <b>; penalty for the next structure: 390.0 kcal/mol.